# 1
{
  "formula": "C5H15N3",
  "method": "ωB97M-V/def2-TZVPD",
  "symbols": ["C", "N", "C", "N", "C", "C", "N", "C", "H", "H", "H", "H", "H", "H", "H", "H", "H", "H", "H", "H", "H", "H", "H"],
  "xyz": [[-0.66268, -0.14311, 1.21740], [0.75055, 0.17978, 1.39208], [1.19355, 1.37445, 0.69553], [2.63613, 1.48096, 0.63382], [-1.17700, -0.22186, -0.22590], [-2.65863, -0.62711, -0.20490], [-0.33296, -1.17779, -0.95102], [0.26008, -0.76285, -2.21908], [-0.84985, -1.11832, 1.65867], [-1.26914, 0.56201, 1.79873], [1.24690, -0.59272, 0.95172], [0.81766, 2.26409, 1.19864], [0.81905, 1.47071, -0.32689], [3.05346, 1.23313, 1.52399], [3.00606, 0.82490, -0.04852], [-1.10724, 0.72393, -0.75414], [-3.22228, -0.22838, -1.04308], [-2.79221, -1.71091, -0.25195], [-3.15118, -0.26522, 0.70154], [-0.82140, -2.05055, -1.08090], [1.31628, -0.51655, -2.07118], [-0.24322, 0.10455, -2.64493], [0.18165, -1.59533, -2.92627]],
  "forces_ev_per_a": [[-0.21, 0.62, 0.13], [-0.03, -0.52, -0.27], [0.11, 0.50, -0.02], [0.29, -0.09, -0.17], [-0.16, -0.65, -0.10], [0.00, -0.04, -0.01], [-0.09, -0.06, 0.01], [-0.10, -0.24, 0.42], [0.09, -0.20, 0.15], [0.04, 0.11, -0.09], [0.03, -0.02, 0.03], [-0.21, 0.01, 0.31], [0.08, -0.24, -0.17], [-0.14, 0.03, 0.08], [-0.07, 0.05, 0.00], [0.12, 0.32, 0.20], [0.04, 0.09, -0.24], [0.12, 0.02, 0.17], [-0.03, -0.01, 0.06], [-0.10, -0.01, 0.03], [0.09, 0.06, -0.25], [-0.06, 0.11, -0.19], [0.19, 0.17, -0.09]],
  "mulliken_spin": [0.486, -0.112, 0.234, -0.003, -0.962, 1.768, -0.324, 2.780, -0.024, -0.091, -0.021, 0.010, 0.074, -0.059, -0.135, -0.207, -0.316, -0.405, -0.163, -0.108, -0.150, -0.153, -1.119],
  "s_squared": 0.75,
  "multiplicity": 2,
  "energy_ha": -363.6961,
  "homo_lumo_gap_ev": [2.57, 9.05],
  "lumo_energy_ev": [3.9, 3.9],
  "homo_energy_ev": [1.37, -5.12],
  "total_charge": -1
}

***

# 2
{
  "formula": "C5H15N3",
  "method": "ωB97M-V/def2-TZVPD",
  "symbols": ["C", "C", "C", "C", "C", "N", "N", "N", "H", "H", "H", "H", "H", "H", "H", "H", "H", "H", "H", "H", "H", "H", "H"],
  "xyz": [[-0.02370, 0.79687, 0.64076], [0.61956, 1.04286, -0.76963], [-0.55646, -1.63812, 0.43059], [-0.41920, 1.30638, -1.85365], [0.54738, -2.18557, 1.32833], [-0.97108, -0.29941, 0.81841], [-0.66254, 2.04173, 1.03082], [1.56619, 0.06078, -1.27822], [-1.82631, -0.06812, 0.31953], [0.80989, 0.62515, 1.33234], [1.19865, 1.97263, -0.62942], [-1.59405, 2.09348, 0.63146], [-0.76684, 2.08482, 2.03814], [1.09746, -0.74641, -1.67166], [2.19620, -0.25612, -0.55096], [-1.43637, -2.27932, 0.52869], [-0.23633, -1.69462, -0.61611], [-1.02897, 0.42162, -2.03687], [0.09122, 1.56562, -2.77752], [-1.06503, 2.13278, -1.56952], [0.90316, -3.13607, 0.93350], [1.38974, -1.49953, 1.38379], [0.16741, -2.34142, 2.33720]],
  "forces_ev_per_a": [[0.27, 0.15, -0.29], [-0.10, 0.47, 0.07], [0.08, -0.23, 0.05], [0.18, 0.00, 0.31], [-0.24, 0.04, -0.10], [-0.16, -0.03, -0.27], [0.11, 0.20, 0.19], [0.06, -0.22, 0.12], [0.08, 0.01, 0.09], [-0.05, 0.04, -0.06], [-0.27, -0.23, 0.02], [0.06, 0.07, 0.04], [-0.09, -0.08, -0.09], [0.11, 0.06, 0.09], [0.02, -0.07, -0.07], [0.05, -0.01, -0.05], [-0.08, -0.11, 0.03], [-0.10, -0.11, -0.03], [-0.02, 0.02, -0.09], [-0.11, 0.06, -0.05], [0.06, -0.05, 0.05], [0.10, -0.03, 0.00], [0.04, 0.02, 0.04]],
  "lowdin_charge": [-0.414, -0.415, -0.296, -0.066, -0.093, -0.033, 0.047, 0.035, 0.102, 0.133, 0.133, 0.064, 0.075, 0.056, 0.066, 0.112, 0.082, 0.072, 0.078, 0.068, 0.072, 0.051, 0.074],
  "energy_ha": -363.7612,
  "homo_lumo_gap_ev": 9.44,
  "smiles": "CCN[C@H](N)[C@H](C)N",
  "lumo_energy_ev": 1.0,
  "homo_energy_ev": -8.40,
  "total_charge": 0
}

***

# 3
{
  "formula": "C5H15N3",
  "method": "ωB97M-V/def2-TZVPD",
  "symbols": ["N", "C", "C", "N", "C", "C", "C", "N", "H", "H", "H", "H", "H", "H", "H", "H", "H", "H", "H", "H", "H", "H", "H"],
  "xyz": [[1.01880, -2.02387, -1.45252], [1.12681, -2.06929, 0.03248], [-0.11319, -1.72380, 0.76601], [-0.28825, -0.21020, 1.08735], [-1.74018, 1.69583, 1.10335], [-1.09709, 0.64648, 0.17671], [-0.23675, 1.36103, -0.87131], [1.07704, 2.00574, -0.65511], [0.62145, -1.09281, -1.75619], [1.99331, -2.10073, -1.86577], [1.29738, -3.15315, 0.40786], [2.07316, -1.76311, 0.35369], [-0.92596, -2.16031, 0.19061], [-0.01662, -2.05556, 1.82293], [0.72455, 0.20520, 1.09473], [-2.84070, 1.74898, 0.75408], [-1.46155, 2.69369, 0.86485], [-1.69710, 1.46688, 2.09226], [-1.67832, -0.10528, -0.45834], [0.13234, 0.80771, -1.84042], [-0.83311, 2.27132, -1.25389], [1.73786, 1.27480, -0.83722], [1.12610, 2.28044, 0.24384]],
  "forces_ev_per_a": [[0.83, 1.02, -0.25], [0.07, -3.71, -0.86], [0.63, 2.98, 1.76], [2.17, -0.50, -1.07], [-3.56, -0.20, -4.61], [2.11, -1.38, 0.07], [0.26, 2.10, -4.15], [-0.92, -1.75, -2.22], [0.77, -1.40, 0.51], [-1.75, 0.23, 0.59], [-0.56, 0.82, -1.31], [1.19, 1.93, 0.94], [-0.46, 0.19, 0.43], [-0.37, -0.70, -0.97], [-2.35, -1.06, 0.14], [1.24, -0.15, 0.96], [0.91, 0.84, 0.06], [0.24, -0.72, 2.67], [-0.28, 1.44, 1.21], [-1.97, 0.22, 1.60], [0.18, -1.67, 0.25], [0.84, 0.00, 0.37], [0.79, 1.46, 3.86]],
  "lowdin_charge": [-0.017, -0.330, -0.204, -0.062, -0.052, -0.396, -0.275, 0.010, 0.046, 0.087, 0.128, 0.075, 0.112, 0.112, 0.126, 0.107, 0.054, 0.030, 0.151, 0.119, 0.121, 0.049, 0.008],
  "energy_ha": -363.6644,
  "homo_lumo_gap_ev": 9.59,
  "smiles": "C[C@@H](CN)NCCN",
  "lumo_energy_ev": 0.9,
  "homo_energy_ev": -8.68,
  "total_charge": 0
}

***

# 4
{
  "formula": "C5H15N3",
  "method": "ωB97M-V/def2-TZVPD",
  "symbols": ["C", "C", "C", "C", "C", "N", "N", "N", "H", "H", "H", "H", "H", "H", "H", "H", "H", "H", "H", "H", "H", "H", "H"],
  "xyz": [[-1.28641, 0.38644, 0.18779], [-0.02145, -1.98998, 0.50578], [0.54434, -0.62596, -1.58555], [1.50547, 1.58072, 0.40750], [0.16346, -0.56272, -0.00547], [-2.22326, 0.00116, 1.04973], [-1.35981, 1.37197, -0.67469], [1.19290, 0.12702, 0.75579], [-0.22797, -2.19171, 1.59504], [0.99515, -2.40560, 0.23280], [-0.81168, -2.47776, -0.14594], [-0.34319, -0.59715, -2.18015], [1.02101, -1.66931, -1.84341], [1.22938, 0.17728, -1.89571], [0.64199, 2.00282, -0.09552], [1.86371, 2.15580, 1.23111], [2.31516, 1.79271, -0.26251], [-2.16288, -0.66889, 1.84254], [-3.17472, 0.39634, 0.86071], [-0.90008, 1.52752, -1.54642], [-2.22489, 1.82123, -0.77770], [2.13905, -0.27984, 0.60361], [1.12472, 0.12792, 1.74066]],
  "forces_ev_per_a": [[2.97, -3.09, -0.18], [0.41, -0.63, -0.69], [1.04, -1.53, 1.40], [-0.76, 0.84, -1.03], [-3.02, 0.55, -1.12], [-0.74, 1.23, -1.18], [-1.51, -0.29, 0.57], [3.74, 1.83, -1.19], [0.18, 0.57, -1.06], [-1.28, -0.33, 0.56], [1.04, 0.35, 0.89], [-0.63, 0.10, -0.32], [-0.71, 2.11, 0.75], [-0.23, -0.28, 0.15], [0.12, 0.27, 0.72], [-0.58, 0.08, 1.27], [0.63, -1.20, -0.83], [0.38, 0.59, -1.15], [0.99, -0.43, 0.76], [1.29, -0.72, -0.26], [-1.74, 1.10, 0.37], [-0.75, -0.64, -0.07], [-0.85, -0.47, 1.64]],
  "lowdin_charge": [-0.201, -0.026, 0.022, 0.043, -0.379, 0.242, 0.223, 0.071, 0.116, 0.119, 0.136, 0.079, 0.149, 0.092, 0.078, 0.114, 0.111, 0.171, 0.179, 0.142, 0.137, 0.212, 0.171],
  "energy_ha": -363.1088,
  "homo_lumo_gap_ev": 12.01,
  "smiles": "C[NH2+]C(C)(C)C(N)=[NH2+]",
  "lumo_energy_ev": -7.9,
  "homo_energy_ev": -19.91,
  "total_charge": 2
}

***

# 5
{
  "formula": "C5H15N3",
  "method": "ωB97M-V/def2-TZVPD",
  "symbols": ["C", "C", "C", "C", "C", "N", "N", "N", "H", "H", "H", "H", "H", "H", "H", "H", "H", "H", "H", "H", "H", "H", "H"],
  "xyz": [[-0.48469, 1.96318, -1.64605], [-0.40552, 1.69112, 0.48827], [-0.08925, -1.21117, 2.12191], [0.72289, -2.35917, -0.06368], [-0.21196, -1.40689, 0.59240], [-0.08611, 2.55051, -0.45241], [-0.20578, 0.39926, -1.44330], [0.17696, 0.21251, -0.13202], [-1.42444, 2.25435, -1.96758], [0.22834, 2.17927, -2.45990], [0.23037, 1.83271, 1.31127], [-1.45285, 1.45013, 0.68061], [-0.70592, -1.95405, 2.68041], [0.97946, -1.18700, 2.38239], [-0.47515, -0.15212, 2.33973], [0.26863, -3.38054, 0.17547], [1.59347, -2.51101, 0.50504], [0.94922, -2.25941, -1.15390], [-1.23397, -1.42737, 0.32012], [0.77831, 3.11419, -0.45336], [-0.95172, -0.12474, -1.81624], [0.56382, 0.13709, -2.06139], [1.23591, 0.18914, 0.05219]],
  "forces_ev_per_a": [[3.33, 0.70, -2.05], [0.41, -2.21, 2.61], [-0.10, 1.87, -0.89], [-1.38, -1.76, -0.34], [0.59, 1.51, 0.70], [0.65, 1.74, -2.26], [1.98, 1.27, -1.88], [0.63, -1.14, 3.56], [-2.44, -0.63, -0.44], [-0.48, 0.41, 0.20], [0.05, 0.10, 1.80], [0.07, 0.15, -0.08], [0.66, 0.50, -0.46], [-0.44, -0.45, 0.31], [0.20, -1.73, 0.09], [0.08, 1.05, -0.92], [1.64, 0.56, 0.54], [-0.48, -0.22, 0.90], [-1.03, -0.26, -0.63], [-0.55, -0.73, 0.31], [-1.89, -1.35, 0.31], [0.18, 0.21, -0.23], [-1.70, 0.39, -1.16]],
  "lowdin_charge": [-0.024, -0.073, -0.012, -0.046, -0.199, 0.020, 0.126, 0.006, 0.138, 0.168, 0.135, 0.166, 0.130, 0.100, 0.098, 0.155, 0.076, 0.108, 0.121, 0.199, 0.185, 0.200, 0.222],
  "energy_ha": -363.0012,
  "homo_lumo_gap_ev": 11.88,
  "smiles": "CC(C)[N@@H+]1CNC[NH2+]1",
  "lumo_energy_ev": -7.6,
  "homo_energy_ev": -19.49,
  "total_charge": 2
}